ORCA calculation (the ωB97M-V functional and the def2-TZVPD basis) on 2 unconnected molecules or ions with the total composition C2H5NO3 at a distorted geometry.

- lowest unoccupied orbital energy (eV) = 0.2
- energy above the lowest of the compared OMol25 structures with the same formula, charge and spin (kJ/mol) = 146.26
- energy (eV) = -9786.6733
- HOMO energy (eV) = -10.180
- charge = 0
- SMILES string = NC=O.O=CO
- Kohn-Sham gap (eV) = 10.39

Last column: natural (NBO) charge in e.
Element x y z (Å)
1 C -0.0689 -1.4997 2.8914  0.5120
2 N -1.0296 -1.3338 1.9039  -0.8363
3 O 0.0529 -2.6189 3.3460  -0.5929
4 H 0.6786 -0.6377 3.1384  0.1338
5 H -1.7131 -1.9886 1.6752  0.4041
6 H -0.9442 -0.4873 1.3696  0.3794
7 O 0.8632 2.7899 -2.9501  -0.5339
8 C 0.2638 1.7675 -3.0389  0.6507
9 O 0.1136 0.9874 -2.0056  -0.7287
10 H -0.3347 1.4615 -3.9194  0.0980
11 H 0.1138 0.1154 -1.8289  0.5137

=====

ORCA calculation (the ωB97M-V functional and the def2-TZVPD basis) on a molecular structure, C23H21KN2O5S.

- lowest unoccupied orbital energy (eV) = 4.4
- energy (eV) = -64572.3081
- HOMO energy (eV) = -1.550
- charge = -2
- Kohn-Sham gap (eV) = 5.97

Last column: natural (NBO) charge in e.
Element x y z (Å)
1 K -0.6649 0.2407 0.2036  0.9251
2 O -3.0309 1.0968 0.7997  -0.8005
3 C -4.1153 0.6283 0.3333  0.4069
4 C -5.2422 1.4621 0.0185  -0.2825
5 C -6.4003 0.9651 -0.5352  -0.2198
6 C -6.5465 -0.3961 -0.8420  -0.3552
7 C -5.4744 -1.2268 -0.5511  -0.1604
8 C -4.3077 -0.7680 0.0579  -0.2847
9 C -3.2250 -1.7767 0.2682  0.1365
10 N -2.5430 -2.0720 1.2971  -0.4275
11 C -2.8179 -1.4322 2.5909  -0.2471
12 C -1.7575 -0.4132 3.0309  -0.2666
13 N -0.4089 -0.8040 2.6490  -0.4397
14 C 0.5424 -0.7011 3.4744  0.1284
15 C 1.9663 -0.8917 3.1384  -0.2529
16 C 2.8329 -1.1457 4.1994  -0.1591
17 C 4.1932 -1.3601 4.0329  -0.3711
18 C 4.6897 -1.3039 2.7175  -0.2023
19 C 3.8766 -1.0395 1.6406  -0.3362
20 C 2.4624 -0.7825 1.7740  0.4388
21 O 1.7504 -0.4619 0.7844  -0.7511
22 H -5.1223 2.5217 0.2150  0.1920
23 H -7.2115 1.6540 -0.7558  0.1792
24 H -7.4466 -0.7806 -1.3046  0.1830
25 H -5.5354 -2.2829 -0.8063  0.1814
26 H -2.9950 -2.3747 -0.6212  0.1605
27 H -2.8349 -2.2517 3.3158  0.1714
28 H -3.7944 -0.9372 2.6119  0.1873
29 H -1.8670 -0.2286 4.1114  0.1450
30 H -2.0041 0.5113 2.5022  0.2496
31 H 0.3342 -0.4537 4.5316  0.1085
32 H 2.3996 -1.1814 5.1982  0.1776
33 H 4.8408 -1.5552 4.8779  0.1819
34 H 5.7501 -1.4665 2.5405  0.1783
35 H 4.2753 -0.9861 0.6331  0.1981
36 C 5.3501 0.7902 -4.0240  -0.6227
37 C 3.9107 1.0258 -3.6463  -0.0333
38 C 3.5115 2.2092 -3.0328  -0.2363
39 C 2.1927 2.4144 -2.6506  -0.1243
40 C 1.2431 1.4275 -2.8866  -0.3483
41 C 1.6249 0.2396 -3.4987  -0.1681
42 C 2.9468 0.0493 -3.8754  -0.2301
43 S -0.4449 1.6676 -2.3900  2.4158
44 O -0.3468 2.3264 -1.0904  -1.0311
45 O -1.0363 2.4817 -3.4309  -1.0059
46 O -0.9879 0.3112 -2.2992  -1.0418
47 H 5.9740 1.6377 -3.7350  0.2024
48 H 5.4645 0.6461 -5.1018  0.2006
49 H 5.7521 -0.1001 -3.5341  0.2114
50 H 4.2546 2.9742 -2.8262  0.1882
51 H 1.9000 3.3224 -2.1367  0.2218
52 H 0.8842 -0.5370 -3.6409  0.2371
53 H 3.2390 -0.8921 -4.3325  0.1914

=====

ORCA calculation (the ωB97M-V functional and the def2-TZVPD basis) on 2 unconnected molecules or ions with the total composition C5H13N3O2 at a distorted geometry.

- expectation value of S² = 0.76
- spin multiplicity = 2
- lowest unoccupied orbital energy (spin up / spin down) (eV) = -3.9 / -8.1
- energy above the lowest of the compared OMol25 structures with the same formula, charge and spin (kJ/mol) = 157.06
- energy (eV) = -13951.6444
- HOMO energy (spin up / spin down) (eV) = -13.316 / -13.311
- charge = +1
- Kohn-Sham gap (spin up / spin down) (eV) = 9.45 / 5.25

Last column: Mulliken spin population.
Element x y z (Å)
1 C -1.7440 -0.0588 -1.1018  -0.0047
2 C -2.7546 0.4402 -0.2369  -0.0003
3 O -2.8094 1.7634 -0.4262  0.0005
4 O -3.4572 -0.1393 0.5679  0.0008
5 H -1.5683 0.4791 -2.1137  0.0008
6 H -1.9920 -1.0677 -1.3259  0.0009
7 H -0.9094 0.1547 -0.4188  0.0100
8 C 2.6985 0.7636 -0.0006  0.0002
9 C 3.4709 1.5146 1.0830  0.0052
10 C 1.1324 -1.0892 0.0961  -0.0162
11 N 1.9499 -0.2532 0.7518  0.6471
12 N 0.2328 -1.8445 0.8153  0.1483
13 N 0.9805 -1.2239 -1.3331  0.1200
14 H 2.1774 1.4561 -0.6457  0.0223
15 H 3.4387 0.1906 -0.6537  0.0643
16 H 4.3682 0.9559 1.3597  0.0005
17 H 2.8296 1.4668 2.0909  -0.0010
18 H -3.5517 2.1406 0.0328  0.0001
19 H 0.3289 -1.5251 1.8023  0.0020
20 H 0.0932 -2.9525 0.6740  0.0032
21 H 0.7802 -2.1845 -1.5940  -0.0016
22 H 1.6386 -0.8839 -1.9198  -0.0035
23 H 3.5376 2.6053 0.9010  0.0007

=====

ORCA calculation (the ωB97M-V functional and the def2-TZVPD basis) on a molecular structure, C6H8ClN2S at a distorted geometry.

- lowest unoccupied orbital energy (eV) = -4.9
- energy above the lowest of the compared OMol25 structures with the same formula, charge and spin (kJ/mol) = 0.00
- energy (eV) = -32677.4101
- HOMO energy (eV) = -13.137
- charge = +1
- Kohn-Sham gap (eV) = 8.22

Last column: natural (NBO) charge in e.
Element x y z (Å)
1 C -3.3713 -0.1953 -0.1312  0.0102
2 C -2.0231 -0.6668 0.0501  -0.2463
3 C -1.2202 0.4492 0.0292  -0.2490
4 C 2.0924 0.6357 1.0230  -0.4434
5 C 1.8771 1.3222 -0.2616  -0.4443
6 C 1.1439 0.0691 0.0600  0.2775
7 N -3.5273 1.0720 -0.1360  -0.5241
8 N 1.1503 -1.2308 -0.5351  -0.7741
9 S -2.0650 1.8657 -0.1395  0.6977
10 Cl -1.4899 -2.3295 0.2270  0.1073
11 H -4.3189 -0.6954 0.0287  0.2409
12 H 2.9034 -0.1294 1.1197  0.2339
13 H 1.7170 1.0095 1.9957  0.2762
14 H 1.1712 2.1096 -0.2007  0.2555
15 H 2.6303 1.4273 -1.0538  0.2544
16 H 1.0546 -1.1090 -1.5511  0.4446
17 H 0.2317 -1.8633 -0.2009  0.4395
18 H 2.0440 -1.7408 -0.3235  0.4434

=====

ORCA calculation (the ωB97M-V functional and the def2-TZVPD basis) on a molecular structure, C2H10N6 at a distorted geometry.

- lowest unoccupied orbital energy (eV) = -7.4
- energy above the lowest of the compared OMol25 structures with the same formula, charge and spin (kJ/mol) = 366.08
- energy (eV) = -11155.0055
- HOMO energy (eV) = -17.290
- charge = +2
- Kohn-Sham gap (eV) = 9.88

Last column: natural (NBO) charge in e.
Element x y z (Å)
1 C 2.6350 0.6341 0.0572  0.7801
2 C 1.6288 -1.6569 -0.3526  -0.0943
3 N 2.2783 -0.4505 -0.1377  -0.2535
4 N -0.4977 0.0383 -0.9668  0.0798
5 N 3.0425 1.8016 0.2087  -0.7959
6 N 0.1919 -1.6639 -0.1556  -0.7078
7 N -1.5892 0.2833 -0.7583  -0.1442
8 N -2.2390 1.4067 0.5570  -0.8583
9 H 1.7291 -2.1291 -1.2757  0.2656
10 H 2.0087 -2.3514 0.3688  0.2447
11 H 3.5103 2.4097 -0.5457  0.4953
12 H 2.9376 2.4366 0.9962  0.4804
13 H -0.0899 -2.5524 -0.5522  0.4153
14 H -0.1141 -1.5013 0.7906  0.3882
15 H -2.5410 0.1739 -1.2553  0.4640
16 H -3.0426 0.8200 1.0993  0.4275
17 H -2.6630 2.1361 0.0520  0.4050
18 H -1.7907 1.9017 1.2637  0.4082

=====

ORCA calculation (the ωB97M-V functional and the def2-TZVPD basis) on a molecular structure, C3H9NO at a distorted geometry.

- lowest unoccupied orbital energy (eV) = 0.9
- energy above the lowest of the compared OMol25 structures with the same formula, charge and spin (kJ/mol) = 489.42
- energy (eV) = -6789.9832
- HOMO energy (eV) = -7.331
- charge = 0
- Kohn-Sham gap (eV) = 8.19

Last column: natural (NBO) charge in e.
Element x y z (Å)
1 C 1.2608 0.7244 1.5056  -0.6266
2 C 0.5195 1.3110 0.3209  -0.6861
3 H 1.7840 1.4880 2.0864  0.2237
4 H 2.0107 -0.0028 1.1838  0.2106
5 H 0.5714 0.2160 2.1845  0.2094
6 H 1.1706 1.8107 -0.4009  0.2355
7 H -0.2492 2.0395 0.5894  0.2386
8 H -0.5529 0.3095 -0.1399  0.2692
9 N -1.2404 -2.0937 -1.1363  -0.8578
10 C -1.1739 -0.7353 -1.2554  0.3567
11 O -1.7550 -0.1478 -2.1576  -0.6631
12 H -0.7288 -2.5768 -0.4187  0.3842
13 H -1.8122 -2.6427 -1.7700  0.3850
14 H 0.1953 0.3000 -0.5917  0.3207

=====

ORCA calculation (the ωB97M-V functional and the def2-TZVPD basis) on 4 unconnected molecules or ions with the total composition C18H33N7O3 at a distorted geometry.

- lowest unoccupied orbital energy (eV) = -4.1
- energy (eV) = -35758.4526
- HOMO energy (eV) = -14.185
- charge = +2
- Kohn-Sham gap (eV) = 10.13

Last column: natural (NBO) charge in e.
Element x y z (Å)
1 N -0.3898 0.4328 0.3499  0.7078
2 O 0.6662 0.7947 0.9103  -0.5539
3 O -0.7690 -0.7525 0.4561  -0.5605
4 O -1.0420 1.2391 -0.3344  -0.5426
5 C 0.8805 -3.8240 -0.2956  -0.6171
6 C 1.8233 -2.6242 -0.2330  -0.2084
7 N 2.3388 -2.4975 1.1463  -0.2830
8 C 3.5908 -2.8736 1.5651  -0.0490
9 C 3.7161 -2.4746 2.8472  -0.0383
10 N 2.5300 -1.8554 3.1830  -0.2871
11 C 1.7036 -1.9100 2.1529  0.2595
12 C 2.1965 -1.3644 4.5191  -0.4087
13 H -0.0422 -3.5875 0.2365  0.2267
14 H 1.3718 -4.6882 0.1493  0.2289
15 H 0.6305 -4.1210 -1.3130  0.2145
16 H 1.4211 -1.6554 -0.5056  0.2421
17 H 2.6996 -2.8857 -0.8272  0.2148
18 H 4.3181 -3.2966 0.8951  0.2536
19 H 4.5382 -2.5200 3.5376  0.2547
20 H 0.7044 -1.5091 2.0580  0.2761
21 H 2.9592 -1.7027 5.2121  0.2400
22 H 1.2157 -1.7222 4.8168  0.2311
23 H 2.1943 -0.2749 4.5328  0.2272
24 C 0.7882 4.7198 0.0916  -0.6361
25 C -0.0576 5.3729 1.1892  -0.2143
26 N -1.0453 4.4472 1.7559  -0.2801
27 C -2.3869 4.6999 1.9479  -0.0446
28 C -2.9376 3.5730 2.4345  -0.0392
29 N -1.9222 2.6459 2.5297  -0.2877
30 C -0.7937 3.2003 2.1119  0.2606
31 C -2.0277 1.2440 2.8791  -0.4183
32 H 1.7353 4.3552 0.4853  0.2258
33 H 1.0460 5.4767 -0.6465  0.2413
34 H 0.2329 3.9142 -0.3857  0.2329
35 H -0.5893 6.2266 0.7776  0.2280
36 H 0.5606 5.7365 2.0088  0.2273
37 H -2.7973 5.6626 1.7022  0.2558
38 H -3.9302 3.3062 2.7494  0.2526
39 H 0.1401 2.6767 1.9715  0.2743
40 H -2.8056 1.0523 3.6127  0.2368
41 H -1.0785 0.8943 3.2794  0.2248
42 H -2.2222 0.6395 1.9931  0.2381
43 C 1.3313 -2.8385 -4.3114  -0.6224
44 C 0.0504 -2.2415 -4.8608  -0.2129
45 N -0.8014 -1.6418 -3.8261  -0.2807
46 C -1.4681 -2.3182 -2.8174  -0.0666
47 C -2.2913 -1.4203 -2.2300  0.0045
48 N -2.1597 -0.2397 -2.9099  -0.2766
49 C -1.2394 -0.3965 -3.8529  0.2567
50 C -2.8924 1.0042 -2.6912  -0.4114
51 H 1.9325 -3.1782 -5.1553  0.2506
52 H 1.1292 -3.6951 -3.6692  0.2106
53 H 1.9441 -2.1105 -3.7798  0.2188
54 H -0.5263 -2.9978 -5.3911  0.2316
55 H 0.2855 -1.4611 -5.5830  0.2258
56 H -1.2315 -3.3483 -2.6279  0.2482
57 H -3.0232 -1.5412 -1.4530  0.2578
58 H -0.9348 0.3596 -4.5560  0.2443
59 H -3.5175 1.1953 -3.5595  0.2287
60 H -2.1996 1.7992 -2.4381  0.2472
61 H -3.5526 0.8994 -1.8342  0.2391

=====

ORCA calculation (the ωB97M-V functional and the def2-TZVPD basis) on a molecular structure, C30H25N4O6Zn.

- lowest unoccupied orbital energy (eV) = 1.6
- energy (eV) = -98183.0211
- HOMO energy (eV) = -5.981
- charge = -1
- Kohn-Sham gap (eV) = 7.54

Last column: natural (NBO) charge in e.
Element x y z (Å)
1 Zn -0.6278 0.2858 0.2897  1.7026
2 C -1.7137 -3.4048 1.3277  -0.6347
3 C -1.8561 -2.5865 2.5814  -0.0307
4 C -2.7741 -2.9673 3.5584  -0.2090
5 C -2.8813 -2.2740 4.7517  -0.2263
6 C -2.0544 -1.1840 4.9854  -0.2149
7 C -1.1330 -0.7736 4.0296  -0.0492
8 C -0.2185 0.3950 4.2891  -0.6264
9 C -1.0488 -1.4683 2.8138  0.2395
10 N -0.1428 -0.9960 1.8197  -0.8672
11 C 1.1252 -1.4422 1.8778  0.6000
12 O 1.6199 -2.2617 2.6551  -0.6710
13 C 2.0265 -0.7521 0.8603  0.1532
14 C 3.4080 -0.7566 0.9082  -0.2264
15 C 4.0905 0.1089 0.0573  -0.1596
16 C 3.3906 0.9890 -0.7626  -0.2262
17 C 2.0097 0.9236 -0.7495  0.1507
18 N 1.3887 0.0158 -0.0101  -0.5735
19 C 1.0949 1.9534 -1.3973  0.6032
20 O 1.5796 2.7593 -2.1954  -0.6698
21 N -0.1708 1.8734 -0.9429  -0.8729
22 C -1.0727 2.8885 -1.3769  0.2378
23 C -1.7710 2.7986 -2.5819  -0.0323
24 C -1.5528 1.6720 -3.5570  -0.6357
25 C -2.6885 3.7996 -2.9042  -0.2037
26 C -2.8986 4.8805 -2.0677  -0.2248
27 C -2.1689 4.9822 -0.8913  -0.2168
28 C -1.2512 4.0023 -0.5408  -0.0422
29 C -0.4313 4.1312 0.7165  -0.6247
30 H -2.6828 -3.7926 1.0042  0.2106
31 H -1.0436 -4.2521 1.5033  0.2185
32 H -1.2980 -2.8125 0.5205  0.2272
33 H -3.4099 -3.8297 3.3740  0.1981
34 H -3.6091 -2.5782 5.4960  0.2002
35 H -2.1235 -0.6370 5.9210  0.1960
36 H -0.5257 0.9423 5.1812  0.2044
37 H -0.2116 1.0804 3.4402  0.2127
38 H 0.8094 0.0481 4.4302  0.2249
39 H 3.9071 -1.4006 1.6196  0.2435
40 H 5.1747 0.1353 0.0726  0.2130
41 H 3.8789 1.7352 -1.3763  0.2439
42 H -0.7037 1.0547 -3.2720  0.2213
43 H -1.3608 2.0750 -4.5535  0.2140
44 H -2.4425 1.0423 -3.6184  0.2223
45 H -3.2356 3.7199 -3.8396  0.1984
46 H -3.6279 5.6393 -2.3282  0.2003
47 H -2.3098 5.8371 -0.2368  0.1955
48 H -0.7813 4.9654 1.3271  0.2048
49 H 0.6208 4.3007 0.4676  0.2211
50 H -0.4742 3.2184 1.3128  0.2093
51 O -4.3224 -0.2814 -1.3309  -0.6463
52 C -3.1730 -0.6604 -1.1678  0.7877
53 O -2.3700 -0.2746 -0.2400  -0.9266
54 C -2.6437 -1.7203 -2.1397  -0.0989
55 C -3.5741 -2.4649 -2.8536  -0.1762
56 C -3.1678 -3.4509 -3.7346  -0.2011
57 C -1.8125 -3.6703 -3.9113  -0.0052
58 C -0.8614 -2.9299 -3.2286  -0.1379
59 C -1.2872 -1.9598 -2.3388  -0.2155
60 N -1.3727 -4.7185 -4.8513  0.5315
61 O -0.1764 -4.8954 -5.0034  -0.3871
62 O -2.2296 -5.3568 -5.4404  -0.3924
63 H -4.6224 -2.2453 -2.7020  0.2452
64 H -3.8767 -4.0491 -4.2868  0.2407
65 H 0.1867 -3.1249 -3.4010  0.2347
66 H -0.5533 -1.3738 -1.8045  0.2184

=====

ORCA calculation (the ωB97M-V functional and the def2-TZVPD basis) on a single C18H27N3O3 molecule at a distorted geometry.

- lowest unoccupied orbital energy (eV) = 0.6
- energy above the lowest of the compared OMol25 structures with the same formula, charge and spin (kJ/mol) = 320.46
- energy (eV) = -29716.0466
- HOMO energy (eV) = -8.987
- charge = 0
- SMILES string = CNC(=O)[C@@H](CC(C)C)NC(=O)[C@@H](Cc1ccccc1)NC(C)=O
- Kohn-Sham gap (eV) = 9.55

Last column: natural (NBO) charge in e.
Element x y z (Å)
1 O -2.5207 3.9422 0.9353  -0.6501
2 O -0.3468 -0.7878 -1.1484  -0.6319
3 O 2.7351 0.2787 1.7037  -0.6295
4 C -2.3502 2.8220 0.4263  0.6668
5 C -0.2052 0.2986 -0.5979  0.6573
6 C 2.1172 -0.7045 1.3548  0.6697
7 C -0.1009 -0.0549 -6.1179  -0.2165
8 C -0.2611 1.3171 -5.8220  -0.2036
9 C -0.5829 -0.9831 -5.1548  -0.2070
10 C -0.7189 1.7331 -4.5951  -0.2291
11 C -1.0480 -0.5503 -3.8894  -0.1859
12 C -1.1864 0.8197 -3.6327  -0.0411
13 N 2.6134 -1.7495 0.6874  -0.6155
14 N -1.2965 2.6099 -0.2723  -0.6086
15 N 0.0567 0.4354 0.7194  -0.5897
16 C -3.4025 1.7507 0.5699  -0.7087
17 C 4.0158 -1.9722 0.2472  -0.4228
18 C 0.5367 -0.7801 5.4419  -0.6099
19 C 0.7673 -2.7586 3.9048  -0.6087
20 C 0.9211 -1.2640 4.0580  -0.2241
21 C -1.7084 1.3423 -2.3678  -0.4047
22 C 0.1558 -0.3573 2.9675  -0.3803
23 C -0.6556 1.5617 -1.1980  -0.1165
24 C 0.5714 -0.6186 1.4899  -0.1314
25 H 0.2947 -0.4017 -7.0014  0.2099
26 H 0.1063 2.0754 -6.5916  0.2138
27 H -0.4375 -2.0990 -5.3359  0.2138
28 H -0.4582 2.7564 -4.2705  0.2068
29 H -1.3756 -1.2829 -3.1205  0.2385
30 H 1.9895 -2.0956 -0.0097  0.4014
31 H -0.8755 3.4752 -0.4223  0.4051
32 H 0.0322 1.3593 1.1541  0.4241
33 H -3.0617 0.7272 0.2866  0.2122
34 H -3.8950 1.8437 1.4290  0.2397
35 H -4.2055 2.0471 -0.0729  0.2437
36 H 4.0584 -2.0506 -0.8686  0.1989
37 H 4.5200 -2.8551 0.4958  0.2036
38 H 4.6515 -1.1889 0.6078  0.2261
39 H 0.9297 -1.4898 6.2053  0.2116
40 H 0.8187 0.2255 5.7308  0.2184
41 H -0.6104 -0.6689 5.4849  0.2003
42 H 1.5852 -3.1725 4.4173  0.2133
43 H -0.2177 -3.1265 4.3142  0.2108
44 H 0.9069 -2.9956 2.8028  0.2060
45 H 1.9333 -0.9452 3.8137  0.2097
46 H -2.3879 0.5578 -1.9197  0.2224
47 H -2.2052 2.2550 -2.4918  0.2229
48 H 0.3131 0.6750 3.2005  0.2099
49 H -0.9704 -0.4731 3.0091  0.2053
50 H 0.2252 2.0581 -1.6760  0.2397
51 H 0.2301 -1.5408 1.1190  0.2137

=====

> Which of these has the highest energy?

C3H9NO